# 1
CH2N2S4 | ωB97M-V with the def2-TZVPD basis set

Positions of all 9 atoms, in Å:
C 2.2291 0.5476 -2.1187
N 1.2565 0.8109 -1.0975
N -0.9561 -0.6383 -0.6369
S 3.7606 0.9989 -1.9785
S 1.4927 -0.7649 -2.9500
S -0.2619 0.2325 -1.6979
S -0.5863 -1.1725 0.8373
H 1.2038 1.7234 -0.7060
H -1.8647 -1.5920 1.3346

Total energy   -47387.588 eV
Total charge   0
F_max   3.0 eV Å⁻¹
LUMO level (spin up / spin down)   -1.17 / -1.17 eV
Energy above the lowest of the compared OMol25 structures with the same formula, charge and spin   134.36 kJ/mol
HOMO (spin up / spin down)   -8.34 / -8.34 eV

Atom charges from the natural (NBO) analysis, given in e for atoms 1 to 8: atom 1 (C): -0.20, atom 2 (N): -0.81, atom 3 (N): -0.97, atom 4 (S): 0.01, atom 5 (S): -0.01, atom 6 (S): 1.16, atom 7 (S): 0.29, atom 8 (H): 0.40

---

# 2
C2H6N2 | ωB97M-V with the def2-TZVPD basis set

Positions of all 10 atoms, in Å:
C -0.2077 -1.1382 -0.8648
N 0.7257 0.9958 1.0676
C -0.5573 0.8826 0.5451
N -0.7206 0.1838 -0.5094
H 0.1015 -1.7043 0.0070
H -1.0340 -1.6331 -1.3822
H 0.5816 -0.9845 -1.5880
H 1.2787 1.7484 0.6664
H 1.1707 0.0894 1.1714
H -1.3386 1.5600 0.8868

Spin multiplicity   2
Total energy   -5141.601 eV
Total charge   +1
F_max   2.0 eV Å⁻¹
LUMO level (spin up / spin down)   -5.47 / -8.03 eV
Energy above the lowest of the compared OMol25 structures with the same formula, charge and spin   129.44 kJ/mol
HOMO (spin up / spin down)   -16.42 / -16.39 eV
⟨S²⟩   0.76

Atom charges from the natural (NBO) analysis, given in e for atoms 1 to 8: atom 1 (C): -0.49, atom 2 (N): -0.73, atom 3 (C): 0.36, atom 4 (N): -0.03, atom 5 (H): 0.24, atom 6 (H): 0.29, atom 7 (H): 0.27, atom 8 (H): 0.44

---

# 3
C5H10IP | ωB97M-V with the def2-TZVPD basis set

Positions of all 17 atoms, in Å:
C -1.4060 -0.8472 0.3641
C -1.0799 -0.0295 -0.9064
C -0.3854 -0.5586 1.3747
C 0.4769 -0.1401 -1.0610
C 1.1935 0.1566 0.1972
P 1.1639 1.9279 0.6826
I 2.8901 -1.0087 0.6648
H -2.4620 -0.6180 0.7905
H -1.3841 -2.0211 0.1811
H -1.5549 -0.3401 -1.8358
H -1.4434 1.0010 -0.6857
H -0.5942 0.1194 2.2248
H 0.1652 -1.3900 1.8262
H 0.3906 -1.1041 -1.5177
H 0.7819 0.5846 -1.8515
H 0.8310 2.1084 -0.6580
H 2.4168 2.1594 0.2102

Total energy   -22733.503 eV
Total charge   0
F_max   4.8 eV Å⁻¹
LUMO level   0.53 eV
Energy above the lowest of the compared OMol25 structures with the same formula, charge and spin   188.50 kJ/mol
HOMO   -8.62 eV

Atom charges from the natural (NBO) analysis, given in e for atoms 1 to 8: atom 1 (C): -0.47, atom 2 (C): -0.38, atom 3 (C): -0.34, atom 4 (C): -0.53, atom 5 (C): -0.45, atom 6 (P): 0.36, atom 7 (I): 0.16, atom 8 (H): 0.23